Molecular formula: C5H4O
Method: DFT, ωB97M-V/def2-TZVPD

Each line ends with the natural charge from an NBO analysis.
Element x y z (Å)
C (-0.238, -0.264, -0.388)  0.05
C (0.829, 0.283, -0.239)  -0.09
H (-2.481, 0.637, 0.294)  0.47
C (2.065, 0.805, 0.096)  -0.09
O (-2.638, -0.062, -0.354)  -0.69
C (3.132, 1.200, 0.495)  -0.16
C (-1.540, -0.942, -0.306)  -0.14
H (-1.670, -1.654, -1.125)  0.21
H (-1.524, -1.526, 0.627)  0.19
H (4.067, 1.523, 0.899)  0.24

- SMILES = C#CC#CCO
- E (a.u.) = -268.0210
- E_HOMO (hartree) = -0.3505
- HOMO-LUMO gap (eV) = 10.25



Molecular formula: C5H4O2
Method: DFT, ωB97M-V/def2-TZVPD

Each line ends with the natural charge from an NBO analysis.
Element x y z (Å)
H (1.813, 2.476, -1.053)  0.21
H (0.445, -2.206, -0.101)  0.22
C (1.322, 2.256, -0.126)  -0.32
H (1.107, 3.127, 0.542)  0.24
C (-0.251, -0.662, 1.289)  -0.38
O (1.004, -0.075, -0.690)  -0.45
C (0.050, 0.774, 1.320)  0.44
H (-0.691, -1.331, 2.136)  0.26
C (0.366, -1.097, 0.091)  0.17
C (0.700, 1.090, 0.043)  0.16
O (-0.045, 1.468, 2.370)  -0.55

- SMILES = C=C1OC=CC1=O
- E (a.u.) = -343.3221
- E_HOMO (hartree) = -0.3482
- HOMO-LUMO gap (eV) = 8.96



Molecular formula: C5H4O2
Method: DFT, ωB97M-V/def2-TZVPD

Each line ends with the natural charge from an NBO analysis.
Element x y z (Å)
H (1.792, -1.380, -0.131)  0.23
O (-0.010, 1.064, -0.961)  -0.49
C (-1.091, 1.053, -0.215)  0.22
C (-0.150, -0.927, 0.739)  -0.11
H (-1.709, 1.706, -0.864)  0.23
H (-2.121, -0.056, 1.208)  0.22
C (0.901, -0.872, -0.109)  -0.36
H (0.153, -1.796, 1.630)  0.24
O (2.296, 0.808, -1.160)  -0.56
C (-1.248, 0.113, 0.764)  -0.36
C (1.186, 0.287, -0.902)  0.74

- SMILES = O=c1cccco1
- E (a.u.) = -343.3056
- E_HOMO (hartree) = -0.3414
- HOMO-LUMO gap (eV) = 9.38



Molecular formula: C5H4O2
Method: DFT, ωB97M-V/def2-TZVPD

Each line ends with the natural charge from an NBO analysis.
Element x y z (Å)
C (1.141, 0.714, 0.332)  0.19
H (-2.357, -1.195, -0.647)  0.21
H (1.796, -1.252, 0.496)  0.24
C (-1.506, -0.695, -0.195)  -0.39
C (-0.278, -1.220, -0.270)  -0.21
C (0.957, -0.617, 0.227)  -0.31
O (-0.222, 2.801, -0.238)  -0.37
O (2.014, 1.603, 0.718)  -0.59
C (0.329, 1.819, -0.007)  0.83
H (-1.717, 0.236, 0.327)  0.18
H (-0.160, -2.193, -0.745)  0.21

- E (a.u.) = -343.2897
- E_HOMO (alpha / beta) (hartree) = -0.3145 / -0.3145
- HOMO-LUMO gap (alpha / beta) (eV) = 7.89 / 7.89



Molecular formula: C5H4O2S
Method: DFT, ωB97M-V/def2-TZVPD

Each line ends with the natural charge from an NBO analysis.
Element x y z (Å)
C (-1.438, 0.373, -1.840)  -0.52
H (0.695, -1.904, -0.202)  0.23
H (-2.275, 0.662, -2.454)  0.25
C (0.126, 0.173, -0.061)  -0.21
S (-1.133, -1.351, -1.783)  0.47
C (-0.702, 0.921, -0.854)  0.16
H (1.996, 0.043, 0.579)  0.22
C (-0.022, -1.176, -0.494)  -0.40
O (0.777, -0.078, 2.261)  -0.17
O (-0.385, 0.265, 2.851)  -0.12
H (1.208, 1.575, 1.011)  0.21
C (1.151, 0.497, 0.986)  -0.12

- E (a.u.) = -741.3265
- E_HOMO (alpha / beta) (hartree) = -0.3383 / -0.3411
- HOMO-LUMO gap (alpha / beta) (eV) = 8.33 / 8.27



Molecular formula: C5H4O3
Method: DFT, ωB97M-V/def2-TZVPD

Each line ends with the natural charge from an NBO analysis.
Element x y z (Å)
H (1.817, -1.952, -0.877)  0.21
C (0.913, 0.425, 1.038)  0.13
C (-0.273, 0.811, 0.550)  0.14
O (1.589, -0.642, 0.529)  -0.42
O (-1.038, 1.871, 1.118)  -0.68
C (-0.157, -1.014, -1.051)  -0.35
H (-1.813, 2.067, 0.537)  0.52
H (1.403, 0.601, 2.022)  0.22
O (-2.019, 0.584, -0.930)  -0.62
C (1.002, -1.337, -0.472)  0.18
C (-0.871, 0.164, -0.517)  0.41
H (-0.553, -1.578, -1.947)  0.26

- SMILES = O=c1ccocc1O
- E (a.u.) = -418.5946
- E_HOMO (hartree) = -0.3453
- HOMO-LUMO gap (eV) = 9.51



Molecular formula: C5H4O3
Method: DFT, ωB97M-V/def2-TZVPD

Each line ends with the natural charge from an NBO analysis.
Element x y z (Å)
H (0.765, 1.772, -1.538)  0.22
C (0.535, 0.718, -1.686)  -0.43
O (-0.837, -3.135, 0.397)  -0.54
C (-0.131, 0.166, 0.711)  0.23
C (-0.548, -1.985, 0.237)  0.97
O (-0.487, -1.030, 1.233)  -0.46
H (0.711, 0.259, -2.677)  0.23
H (0.253, 2.229, 1.024)  0.22
C (0.121, -0.082, -0.713)  0.22
C (0.016, 1.266, 1.432)  -0.43
O (-0.158, -1.404, -0.911)  -0.46
H (-0.240, 1.226, 2.491)  0.22

- SMILES = C=c1oc(=O)oc1=C
- E (a.u.) = -418.6230
- E_HOMO (hartree) = -0.3451
- HOMO-LUMO gap (eV) = 9.59



Molecular formula: C5H4O4
Method: DFT, ωB97M-V/def2-TZVPD

Each line ends with the natural charge from an NBO analysis.
Element x y z (Å)
O (0.666, -0.430, 2.747)  -0.39
H (-0.863, -1.353, -2.980)  0.23
O (-1.070, -3.275, 1.386)  -0.39
O (-0.592, 1.256, 0.342)  -0.70
H (1.321, 0.600, 0.108)  0.15
H (0.569, 2.401, -1.758)  0.47
C (-0.074, 0.035, -1.429)  -0.06
C (-0.621, -2.358, 2.015)  0.35
C (0.440, 1.044, -0.542)  0.30
O (1.017, 2.195, -1.013)  -0.67
C (-0.563, -0.725, -2.198)  -0.19
H (-0.262, 1.921, 1.002)  0.48
C (0.034, -1.313, 2.320)  0.43

- SMILES = C#CC(O)O.O=C=C=O
- E (a.u.) = -493.6657
- E_HOMO (hartree) = -0.3190
- HOMO-LUMO gap (eV) = 6.60



Molecular formula: C5H4OS2
Method: DFT, ωB97M-V/def2-TZVPD

Each line ends with the natural charge from an NBO analysis.
Element x y z (Å)
O (-1.288, -0.608, 0.650)  -0.45
H (1.276, 1.713, 0.467)  0.26
S (2.800, 0.135, -1.254)  -0.05
H (-1.588, -2.141, -0.626)  0.20
H (0.483, -2.036, -1.923)  0.26
C (0.618, 0.836, 0.158)  -0.39
C (1.255, -0.098, -0.726)  -0.13
C (-0.790, -1.333, -0.379)  0.16
S (-1.650, 1.552, 1.903)  0.04
C (-0.602, 0.582, 0.770)  0.24
C (0.342, -1.293, -1.116)  -0.31
H (-0.858, 2.690, 2.076)  0.15

- SMILES = S=c1ccoc(S)c1
- E (a.u.) = -1064.4670
- E_HOMO (hartree) = -0.3096
- HOMO-LUMO gap (eV) = 7.96



Molecular formula: C5H4OYb
Method: DFT, ωB97M-V/def2-TZVPD

Each line ends with the natural charge from an NBO analysis.
Element x y z (Å)
C (1.334, -1.872, -0.081)  0.70
C (-2.768, -0.978, -0.380)  -0.79
C (0.326, -1.205, 0.390)  -0.49
H (-3.462, 0.043, 0.142)  0.35
H (-2.362, -1.740, -1.061)  0.30
H (-2.282, 0.582, 1.391)  0.28
C (-2.110, -0.313, 0.793)  -0.40
O (2.327, -2.365, -0.444)  -0.45
H (-3.773, -1.399, -0.507)  0.24
Yb (1.015, 2.314, -0.956)  0.00
C (-0.941, -0.895, 0.431)  0.28

- E (a.u.) = -1426.4154
- E_HOMO (hartree) = -0.2096
- HOMO-LUMO gap (eV) = 5.06



Molecular formula: C5H4S
Method: DFT, ωB97M-V/def2-TZVPD

Each line ends with the natural charge from an NBO analysis.
Element x y z (Å)
S (-2.720, -0.770, -0.218)  -0.02
C (3.353, -0.669, -0.060)  -0.14
H (4.317, -1.017, 0.046)  0.23
H (-2.376, -1.341, 0.938)  0.13
H (-1.972, 1.366, 0.787)  0.25
H (-1.941, 1.376, -0.901)  0.25
C (-1.644, 0.746, -0.058)  -0.59
C (-0.223, 0.394, -0.039)  0.08
C (0.972, 0.152, -0.238)  -0.10
C (2.233, -0.236, -0.256)  -0.09

- SMILES = C#CC#CCS
- E (a.u.) = -590.9652
- E_HOMO (hartree) = -0.3349
- HOMO-LUMO gap (eV) = 9.72



Molecular formula: C5H5AgFO4
Method: DFT, ωB97M-V/def2-TZVPD

Each line ends with the natural charge from an NBO analysis.
Element x y z (Å)
Ag (1.561, -0.440, -0.728)  0.93
H (-0.688, 1.458, 1.533)  0.22
C (2.985, 0.449, -2.291)  -0.28
O (0.256, -0.743, 0.595)  -0.43
F (-1.835, -1.209, 0.012)  -0.33
C (-2.097, -0.641, 2.950)  0.96
C (-0.978, -0.621, 0.952)  0.73
C (-1.513, 0.780, 1.285)  -0.10
H (2.269, 0.972, -4.197)  0.27
H (2.274, -0.858, -3.822)  0.26
C (2.499, 0.161, -3.486)  -0.36
O (-1.264, -1.340, 2.171)  -0.44
H (-2.114, 1.198, 0.466)  0.25
H (3.526, 1.299, -1.859)  0.25
O (-2.561, -1.038, 3.980)  -0.48
O (-2.323, 0.572, 2.439)  -0.44

- charge = +1
- E (a.u.) = -740.8539
- multiplicity = 3
- E_HOMO (alpha / beta) (hartree) = -0.5378 / -0.5350
- HOMO-LUMO gap (alpha / beta) (eV) = 10.20 / 5.35



The records above yield max |F| values of 0.51; 4.38; 5.52; 1.31; 3.91; 5.56; 1.64; 5.08; 4.91; 6.65; 5.77; 3.82 eV/A, respectively.